93
Properties=species:S:1:pos:R:3:forces:R:3 method="wB97M-V/def2-TZVPD" total_energy_ha=-2398.8070 fmax_ev_per_a=4.0 charge=-1 spin_multiplicity=1
H -3.716244 1.381122 -1.741061 1.0 -1.0 -0.1
C 6.811083 -3.177255 -3.068964 0.3 -1.4 0.0
H 1.046826 3.861110 4.783461 -0.4 -0.2 -0.2
H 7.606921 -4.552204 -1.659369 0.4 0.3 -0.2
I 2.485341 0.122866 1.000696 0.1 0.0 0.2
H -8.530099 -1.142563 -2.405324 0.4 0.4 -0.1
H -5.150064 2.216014 -1.886243 -0.3 -0.2 0.2
H 1.939883 -2.131831 -0.625946 -0.7 -0.9 0.7
H -1.353858 -2.635999 3.796851 -0.5 -0.8 -0.1
C 0.487064 5.034790 3.062067 -1.7 0.9 -0.2
H 1.690506 3.393586 3.220490 -0.4 -0.7 0.2
H -7.473877 -1.573450 -3.743886 0.1 -0.1 -0.1
H -3.223011 -4.647986 1.245301 -0.3 -0.3 -0.2
C -5.076110 -2.688287 -0.875991 1.0 1.4 -2.4
C 0.308226 -3.669002 -0.017234 -0.6 3.1 -2.5
H 0.333662 4.867864 1.989271 -0.1 -0.1 0.1
H -4.095302 5.161646 3.101454 -0.1 -0.4 0.4
C -0.699999 6.529465 4.764349 -0.4 0.0 -0.8
H -4.934854 -2.342480 0.109314 0.3 0.5 1.2
N -0.366646 -2.758534 0.941644 -0.4 -0.2 0.2
H 8.773233 -4.225507 -2.984222 -0.7 0.5 0.5
C 0.622379 6.999913 5.297176 -0.9 1.6 -0.2
H 8.835960 -2.038733 -3.836343 0.4 0.4 0.2
C -7.865222 -0.727500 -3.183256 -0.8 -0.1 -0.7
H -8.467202 -0.134908 -3.878427 -0.2 -0.2 -0.1
H -0.260081 -3.565288 -1.001779 0.4 -0.4 1.3
H -2.087465 4.350773 4.366148 0.0 -0.1 0.3
H -4.980943 -0.184967 0.109227 0.3 0.8 0.3
H -1.808576 4.256730 2.636776 -0.7 0.7 0.5
H 5.787288 -0.479069 -4.515315 0.0 -0.2 -0.1
I -1.985868 0.921879 2.056352 -0.3 -0.1 0.1
H 1.262368 6.204297 5.525342 1.1 -1.2 0.2
H 1.315071 -2.605503 2.209856 -0.8 -0.3 -0.1
H 9.384706 0.125334 -4.697429 -1.1 0.2 0.5
H -3.189178 6.368252 2.363285 0.1 0.5 0.7
H 1.127777 7.774304 4.715404 0.0 -0.3 -0.3
H 1.301304 5.736883 3.095372 0.5 0.3 0.3
C -0.380163 -2.328234 3.467280 0.9 1.9 0.8
H -0.076738 3.065179 3.588183 0.3 -0.4 0.1
H 0.344717 -4.695643 0.255962 -0.1 -0.9 0.6
H -6.283799 1.018130 -0.045700 0.0 -0.1 0.2
N 6.866052 -1.801080 -3.394291 0.7 0.9 -0.2
Y -0.238427 -0.069521 -0.015120 0.2 0.3 -0.1
H -2.274445 -2.868410 0.153211 -0.3 0.4 -0.6
H -1.999417 -4.745922 2.469725 0.2 -0.3 0.1
H 7.874436 -1.801591 -5.221645 -0.2 -0.3 -0.8
I -1.274441 -1.243993 -2.503590 0.1 -0.1 0.0
H 1.931781 -3.713820 -1.298492 0.7 -0.4 0.4
C 4.481753 -1.351401 -3.114636 -0.3 -0.3 -0.3
C 7.996965 -3.756149 -2.319377 0.2 -1.2 -0.2
C -1.814635 -3.088345 1.096226 1.1 -1.2 -1.6
H -1.161885 5.984673 5.571556 -0.2 -0.8 0.7
H -2.177065 -2.448656 1.832817 -0.9 1.2 1.1
C -2.162981 -4.539954 1.415209 0.5 0.3 0.2
N -6.122423 -0.478778 -1.485197 -0.7 1.2 -0.4
H -4.323477 2.291318 -0.416652 0.5 0.5 0.9
C 0.259193 -2.967131 2.250462 0.8 -0.2 0.2
C 5.640361 -1.473906 -4.069907 0.3 1.8 -0.4
H 5.531064 -2.179621 -4.910222 -0.6 0.0 0.0
H 3.685738 -0.722251 -3.481212 -0.2 0.2 -0.3
H -1.589154 -5.231150 0.781716 -0.4 0.1 0.3
H 8.194064 0.632624 -3.376363 0.6 -0.9 0.0
H 6.713874 -3.829805 -3.973455 -0.4 0.3 0.1
H 7.667142 0.597893 -4.945585 -0.2 -0.2 -0.8
H 0.337834 -2.536110 4.299239 -0.6 0.3 -0.4
H 5.916146 -3.269214 -2.459131 -0.1 -0.4 0.0
H 4.776839 -0.983132 -2.142979 0.3 0.2 0.2
H 2.368009 -3.494985 0.496515 0.5 0.1 -0.5
C -5.479090 0.506985 -0.578291 -0.3 -1.1 -0.4
C 1.739512 -3.202604 -0.347990 -0.4 0.0 -0.5
C -3.264680 5.826688 3.323236 0.7 -0.7 -1.4
C -1.967174 4.985038 3.478943 0.3 -0.7 -0.8
H -1.417664 7.358859 4.640538 0.5 0.1 -0.1
C -5.185966 -1.482069 -1.909034 1.5 -0.5 0.9
I 0.054800 2.659851 -1.169623 -0.1 -0.3 0.0
H -4.180966 -0.991870 -2.047512 -0.7 -0.7 -0.1
H 0.262201 -4.062055 2.382003 0.3 0.1 0.4
C -6.785492 0.157076 -2.656059 0.8 1.1 2.1
C -4.588204 1.593996 -1.171616 -1.2 0.5 -0.9
H 8.477445 -3.021055 -1.712835 0.3 0.6 0.6
H 4.071546 -2.319754 -2.972675 -0.7 -0.9 0.4
H -7.206610 1.119285 -2.244855 0.1 -0.9 -0.5
C 0.771595 3.729818 3.723493 1.3 0.2 0.3
H -4.217708 -3.319000 -1.168693 -0.5 0.0 0.1
H -6.003377 -3.185369 -0.925287 -1.0 -1.0 0.0
N -0.722896 5.738648 3.543115 -0.3 0.6 -0.1
H -6.011202 0.476104 -3.388193 -0.5 -0.3 -0.1
C 8.008923 -1.440916 -4.211611 0.0 -0.4 0.5
H -5.511740 -1.868845 -2.869625 0.1 -0.2 -0.1
H 0.344343 7.475932 6.226006 0.2 0.3 0.5
H -0.524422 -1.196975 3.402504 0.7 -1.4 -0.2
C 8.328217 0.036022 -4.303044 1.0 0.8 0.4
H -3.553310 6.429434 4.183508 0.3 0.2 -0.2



104
Properties=species:S:1:pos:R:3:forces:R:3 method="wB97M-V/def2-TZVPD" total_energy_ha=-3060.1244 fmax_ev_per_a=4.0 charge=+3 spin_multiplicity=1 e_above_lowest_kj_mol=0.0
C -1.747917 -1.886681 5.188975 -1.3 -0.8 -1.9
H 0.527111 -3.558541 -5.073820 0.3 -0.4 0.3
C 4.057996 1.782368 5.888923 0.3 -1.9 -0.3
H -5.896431 0.523458 -7.151668 0.7 -0.5 0.3
S -1.043720 0.809974 0.929682 0.4 -3.6 1.7
H 0.685181 -3.968966 -7.825503 -0.4 -0.2 -0.5
C -0.325296 -2.235924 5.599030 -0.6 -0.3 0.8
H -6.566230 1.866925 -6.327977 0.0 -0.1 0.0
Na -0.118343 2.551135 -1.003854 0.2 0.2 -0.3
O -1.212455 -0.648153 1.177843 -0.8 0.5 -1.0
H -2.607993 -3.701861 -4.994541 0.5 -0.1 0.5
H 1.653850 0.572221 7.963195 0.3 0.1 -0.9
C 0.031663 -3.226938 -4.155677 -0.9 0.5 -1.1
C 6.092158 1.785070 0.798808 -0.6 0.5 -0.3
H 1.360062 -1.260623 6.365065 0.4 -0.4 -1.2
C 4.463244 0.091678 0.710626 -0.3 -0.8 -1.0
H 1.716748 -3.409460 -2.868171 -0.2 -0.1 0.2
H 1.515908 -2.537150 -8.010026 -0.4 1.0 0.4
H 1.741307 -1.937337 -3.747897 -0.3 0.2 -0.2
H -3.858195 -0.828349 4.644999 -0.4 0.2 -0.2
O -1.409347 2.893511 -3.160364 0.6 -0.8 0.9
H -0.557493 -1.705710 -5.351279 0.5 0.3 0.5
Sn -3.898004 3.265413 1.508149 1.6 -1.3 0.5
H -0.538984 3.854214 -4.916716 -0.2 -0.8 -0.1
H 0.665725 3.344771 8.284149 0.2 -0.7 0.1
H -4.122937 2.705082 -4.869408 0.1 -0.1 -0.1
H -2.322569 -3.203948 -7.548255 0.0 -0.2 0.0
C -4.767278 1.976582 -4.353287 0.9 0.8 -0.6
H -3.239779 0.652491 3.846850 -0.1 0.1 0.0
H -0.570225 -4.046966 -3.761095 0.6 -0.2 0.5
H 3.733012 1.622858 1.902093 -0.1 -0.1 1.0
H -2.562817 -2.037478 5.909602 0.6 0.7 0.8
N -0.986847 -2.247936 -4.598405 -0.4 -0.3 0.5
C -1.936505 0.872787 -4.451539 1.1 -0.8 -0.2
C -1.217608 3.960031 -4.071985 -0.4 2.2 0.3
H 5.642088 2.393420 1.589758 0.4 0.0 0.2
H 3.496791 -1.413288 5.285535 -0.3 0.2 0.0
C 0.495861 -2.916739 -8.077580 0.1 -1.3 -0.1
C -0.146846 -0.459716 7.241257 0.5 0.6 -1.5
C 4.453552 -0.339261 3.686126 -0.7 0.3 0.2
H -0.834334 4.846012 -3.546227 0.5 -0.5 0.4
N 3.208364 -0.263583 2.886312 1.1 0.6 -1.2
H 0.055142 1.702092 -3.978248 -0.3 0.0 -0.8
C -0.957732 1.592885 -3.572218 0.7 0.8 -0.5
O -1.846672 -0.635054 4.536902 0.4 0.4 0.1
H 3.289994 2.523375 6.065758 0.4 0.4 0.1
Sn -2.535978 -1.269233 -1.422352 1.8 1.5 -0.4
C -2.027060 -2.877051 -5.410674 -0.7 0.4 -1.3
O -1.814392 1.124838 -0.326974 -1.6 0.2 -1.9
C -3.107776 -0.422820 3.957665 0.0 -0.5 0.7
H 4.958807 0.616812 3.563558 0.1 0.0 0.0
O 3.310847 0.587580 5.596872 -0.1 0.1 0.2
H 4.754514 1.972806 5.068219 -0.4 0.7 -0.2
O 5.797993 0.416535 0.975459 0.1 -0.3 0.3
N 0.421091 -1.074987 6.020025 0.0 -0.1 1.5
H 0.117224 -2.796058 -9.091087 0.1 -0.2 -0.1
O -0.449553 -2.419810 -7.144042 0.4 1.0 0.3
H -3.598085 -0.275407 -4.287619 0.2 -0.3 -0.1
H 0.808619 -1.038427 -0.383171 0.2 0.0 0.1
C -4.010888 1.293214 -3.197660 -2.1 -0.3 -0.2
H -5.004707 2.110222 -6.941298 0.5 -0.5 -0.2
C -1.510831 -3.293174 -6.823355 0.5 -0.2 0.4
O 0.446794 -1.943474 -2.150145 -0.7 0.6 0.4
H -0.731461 0.960792 -2.724509 -0.5 -0.1 0.8
C 0.629160 0.779430 7.634441 -1.1 1.0 1.4
H -2.199500 1.486793 -5.317105 -0.7 0.1 0.3
H -1.166883 -0.160628 7.007216 -0.2 -0.3 0.5
H 4.278892 0.382181 -0.339130 -0.5 0.7 0.2
O -5.148777 0.943062 -5.205851 0.5 -1.2 -0.1
H 5.645896 2.186510 -0.122578 0.1 -0.3 -0.2
H -2.181752 4.397095 -4.348706 -0.1 -0.7 -0.7
H 0.172083 -2.885124 4.882679 0.3 0.6 -0.4
H 1.833874 -2.441150 -0.720335 0.3 0.1 0.0
O 0.429782 1.857517 6.731867 1.0 -0.4 -0.1
H -4.860245 0.708746 -2.815931 0.3 -0.1 0.7
H 2.156193 -0.852680 -1.518550 0.0 -0.1 -0.3
H 0.268134 3.903348 6.721502 0.0 -0.3 -0.3
O 0.358503 1.062298 0.659966 0.2 1.4 -0.3
H 5.099894 -1.098435 3.239170 0.2 -0.2 0.6
N -3.031069 0.286965 -3.651299 -0.1 0.6 0.4
H -0.008323 -1.205652 8.034552 -0.6 0.2 0.3
H -1.104319 -4.309239 -6.830228 -0.3 -0.1 0.0
H -0.502436 -2.921966 6.448763 0.3 0.0 0.2
H -0.965235 3.064892 7.633486 0.0 0.0 0.2
H -2.778101 -2.099721 -5.600865 0.0 0.1 0.1
C 0.103522 3.056823 7.391756 -0.6 1.0 -0.3
H -1.404628 0.031315 -4.887847 0.0 -0.1 0.1
O -1.616496 1.592020 2.046196 -1.2 1.6 -0.5
H 3.041744 -1.149531 2.414547 -0.3 -0.4 0.8
C 3.409628 0.593130 1.719562 -0.1 1.1 -0.9
H -3.229256 -0.909127 2.983822 0.2 -0.1 0.0
H -3.656028 1.995094 -2.449239 0.3 -0.1 -0.1
C 1.050728 -2.617980 -3.233651 0.6 -0.5 0.0
H 2.452045 0.761917 1.215531 0.1 -0.5 0.0
H 0.175850 1.166607 8.556944 -0.1 -0.7 0.3
C 1.391542 -1.540881 -1.151535 -0.6 -0.3 0.4
H -2.101418 -2.633978 4.456649 0.6 -0.3 -0.1
H 4.726116 1.526171 6.717379 -0.3 0.6 0.5
C 4.084658 -0.496462 5.179876 0.3 -0.7 -0.6
H 4.952940 -0.690807 5.821414 0.2 0.4 -0.1
H 7.164309 1.934161 0.729378 0.0 -0.2 0.3
H 4.353733 -0.996113 0.600133 0.5 -0.1 0.5
H -5.626129 2.573962 -4.024911 0.0 -0.2 0.4
C -5.616983 1.328392 -6.481876 -1.6 2.0 0.2



96
Properties=species:S:1:pos:R:3:forces:R:3 method="wB97M-V/def2-TZVPD" total_energy_ha=-1771.1373 fmax_ev_per_a=1.9 spin_multiplicity=1 smiles=COCCNCCOC.COCCNCCOC.COCCNCCOC.COCCNCCOC e_above_lowest_kj_mol=481.9
H -29.071189 -21.776468 8.728402 0.2 0.3 -0.1
H -23.444953 -22.394685 3.940000 0.2 0.1 0.5
H -20.408634 -23.962410 4.245079 -0.1 -0.1 -0.1
H -26.465549 -29.651622 9.732142 0.1 0.2 0.0
H -24.265615 -27.879460 6.088818 -0.2 0.0 0.0
H -28.945164 -22.904780 7.418402 -0.1 0.0 -0.2
C -26.030099 -22.394810 8.899222 0.5 0.5 0.9
C -24.330227 -24.286380 4.152837 0.0 -1.6 1.0
H -27.806539 -23.460676 12.716490 0.2 0.2 0.2
H -32.163546 -20.457907 7.032643 0.0 -0.5 0.4
H -29.819362 -19.193137 8.461098 -0.2 0.4 -0.2
C -28.069846 -26.007593 7.683787 -0.3 1.4 0.1
H -27.169625 -27.668656 6.691585 -0.3 -0.1 0.1
C -25.263551 -20.039751 7.006978 -0.2 0.5 -0.3
N -24.785782 -22.213154 8.146251 -1.1 -0.6 0.4
H -30.697049 -16.850599 9.106200 -0.1 -0.2 -0.3
H -28.658441 -21.187455 7.082696 -0.2 0.1 -0.1
C -23.121299 -23.409035 4.215114 -0.9 0.7 -0.9
C -24.926613 -21.508200 6.883201 0.8 -0.2 0.4
C -30.839550 -19.585712 8.464595 0.5 -1.2 0.4
H -25.708142 -17.758801 4.760229 -0.2 0.0 -0.1
H -24.154385 -21.745693 8.785790 0.3 0.1 -0.3
H -30.690888 -20.053664 6.315959 0.4 0.0 0.3
H -25.706053 -30.890754 4.264922 -0.3 0.3 0.0
H -24.443511 -19.477366 7.478208 0.0 -0.1 0.1
C -25.996188 -18.228645 5.697853 0.1 0.6 0.5
H -30.159451 -24.623012 7.650001 0.0 0.0 -0.2
H -25.076801 -23.897829 4.851253 -0.2 0.3 -0.4
O -22.207238 -23.820149 3.216286 0.3 -0.3 0.4
H -28.099708 -28.013727 9.200254 -0.1 -0.3 -0.2
C -25.096756 -30.244975 4.905542 -0.5 -0.8 0.1
H -25.277567 -30.590643 5.929181 0.4 -0.1 0.0
H -29.907560 -31.931081 8.869387 -0.2 0.0 -0.3
C -31.089803 -20.477021 7.254948 -0.5 0.8 -0.9
O -28.397166 -30.598179 8.685021 -0.3 -0.2 0.2
H -20.318234 -23.440883 2.543917 -0.1 -0.1 -0.1
H -23.068267 -25.886776 4.357035 -0.2 -0.1 -0.3
C -30.282502 -25.563934 7.095266 -0.5 0.6 0.7
C -24.512126 -27.954332 5.018723 0.6 0.1 0.1
H -22.776940 -23.459223 5.251613 0.6 0.1 -0.1
H -33.807949 -14.410857 10.437111 0.2 0.1 0.4
O -25.481590 -19.531151 5.703894 0.1 -0.2 -0.1
H -26.066179 -23.890858 12.776424 0.0 -0.3 0.0
H -26.422592 -21.432354 9.262989 -0.3 -0.1 -0.3
H -26.173451 -19.872902 7.600521 0.1 -0.2 0.1
H -30.869942 -17.968470 10.412765 -0.3 0.0 0.2
H -31.296586 -25.891569 7.323384 0.0 -0.2 -0.2
H -26.545986 -31.165300 7.914011 -0.2 -0.1 0.0
H -20.856226 -22.327633 3.804537 -0.2 0.0 -0.2
H -23.946321 -21.659540 6.423893 -0.2 0.4 -0.5
H -24.077063 -30.459322 4.571203 0.2 0.4 0.3
H -25.675020 -21.975780 6.241875 0.0 -0.2 0.2
H -32.704561 -18.994258 8.870578 -0.1 0.2 0.2
C -20.900972 -23.370201 3.459790 0.5 0.2 0.4
H -30.197847 -25.359419 6.023443 0.2 -0.1 0.0
C -25.745305 -23.161340 10.191935 0.0 0.1 -0.2
H -30.809694 -20.299863 9.313893 -0.2 0.3 0.1
H -25.413886 -26.597095 3.511617 0.1 -0.5 -0.1
H -27.875151 -25.253613 6.902326 0.0 -0.4 -0.3
C -28.960864 -31.845575 8.346991 0.7 -0.3 0.1
H -25.445493 -29.109282 8.465890 -0.1 0.2 -0.6
N -27.160734 -27.948012 8.834193 0.0 0.7 -0.3
O -25.510960 -28.911993 4.779797 0.1 0.0 -0.6
C -27.234939 -30.305116 7.964548 0.8 0.2 -0.7
H -27.083454 -18.181634 5.846670 0.0 -0.3 -0.2
N -31.832320 -18.546733 8.616716 0.1 -0.1 -0.5
H -29.028033 -31.970396 7.260765 -0.5 0.1 0.0
C -27.089066 -27.113515 7.638380 1.2 -0.6 0.3
H -24.749081 -24.422688 3.149746 0.0 0.4 -0.1
H -25.582592 -17.618230 6.517864 0.2 -0.1 -0.2
H -28.317466 -32.673872 8.691216 0.0 0.2 0.1
C -31.421234 -17.536117 9.563693 0.5 0.5 0.0
H -24.744782 -22.890352 10.557933 0.0 -0.2 -0.1
H -25.801433 -26.309988 5.213359 -0.2 -0.1 -0.4
C -26.502004 -29.212871 8.721952 -0.3 -0.8 1.4
H -32.772609 -14.103566 9.081851 0.3 -0.2 0.1
H -27.264128 -24.698400 11.649104 0.5 -0.2 0.1
H -26.066144 -26.707419 7.634109 -0.1 0.2 -0.2
H -32.292468 -13.436905 10.643851 -0.1 0.0 0.2
H -26.798050 -22.910757 8.326267 0.1 0.0 -0.3
O -26.706191 -22.771767 11.154219 -0.3 -0.3 -0.1
H -27.478047 -30.020181 6.928881 -0.1 0.0 0.1
H -23.545440 -28.205153 4.547009 -0.3 -0.2 -0.3
H -25.781677 -24.241171 10.011260 0.1 0.0 0.1
C -32.747904 -14.300516 10.168873 -0.5 0.1 -0.7
H -33.022067 -17.133164 10.915782 -0.3 0.0 -0.2
N -23.972958 -25.606247 4.719623 0.4 0.4 -0.2
C -32.555521 -16.652910 10.043430 0.1 -0.2 0.8
H -27.975594 -25.392200 8.600038 0.0 -0.4 0.1
C -26.938171 -23.769888 12.132887 -0.6 0.3 -0.3
C -29.271802 -21.891949 7.655070 0.3 -0.5 0.7
O -30.651112 -21.802033 7.418297 -0.3 0.0 -0.3
H -33.310335 -16.465305 9.277189 0.1 -0.1 -0.2
O -31.995410 -15.434003 10.502750 0.2 0.1 -0.1
C -24.997483 -26.614238 4.526411 -0.2 0.9 0.9
O -29.381517 -26.516021 7.587708 0.1 -0.3 -0.3